The following is a DFT calculation (wB97M-V/def2-TZVPD) of a structure of composition C21H27N6O7Re.

Last column: Löwdin spin population.
Element x y z (Å)
Re1 -0.39114 0.48760 0.04714  1.561
O1 1.92126 0.26165 -3.60700  0.002
C1 2.52479 1.41823 -3.27019  0.001
C2 3.64085 1.78103 -4.03096  0.000
C3 4.33677 2.94122 -3.76140  0.000
C4 3.93261 3.76881 -2.71704  0.000
C5 2.83481 3.40661 -1.96023  0.000
C6 2.10842 2.24234 -2.21190  0.002
C7 0.91418 1.90433 -1.36005  0.017
O2 0.11531 0.99453 -1.92863  0.053
N1 0.87556 2.51384 -0.22410  0.021
N2 -0.18927 2.42186 0.73010  0.163
C8 -0.92902 3.57571 0.64827  0.430
C9 -2.33590 3.46170 0.93432  0.041
C10 -3.09444 4.31889 1.72216  0.056
C11 -4.45729 4.10175 1.91056  -0.003
C12 -5.05912 3.01412 1.29143  0.048
C13 -4.32785 2.15210 0.48333  0.003
C14 -2.95395 2.35372 0.27814  0.044
O3 -2.25584 1.60900 -0.52428  -0.005
H1 1.11300 0.18607 -3.05074  0.000
H2 3.93461 1.12158 -4.83770  0.000
H3 5.19561 3.20493 -4.36744  0.000
H4 4.46703 4.68384 -2.49658  0.000
H5 2.50403 4.03317 -1.14294  0.000
H6 -0.48556 4.44714 0.18780  0.032
H7 -2.60239 5.15505 2.20848  0.005
H8 -5.03781 4.76517 2.54050  -0.002
H9 -6.11872 2.82943 1.43772  0.004
H10 -4.80409 1.31534 -0.01372  0.000
N3 1.14201 -0.98925 0.94830  0.001
C15 2.01544 -1.84052 0.14847  0.001
C16 2.49474 -3.08718 0.88713  0.000
C17 1.42392 -3.98504 1.54355  0.000
C18 0.56946 -4.92833 0.69217  0.000
N4 -0.38025 -4.33710 -0.24230  0.000
C19 -1.41121 -3.54454 0.07319  0.002
N5 -1.88212 -3.51729 1.32434  0.001
N6 -1.94730 -2.78307 -0.85911  0.003
C20 1.20050 -2.16496 -1.12354  0.003
O4 1.46043 -3.18873 -1.77597  0.002
O5 0.23163 -1.37575 -1.31035  0.037
H11 1.59543 -0.36645 1.61895  0.002
H12 0.57477 -1.44802 1.65632  0.001
H13 2.87778 -1.23968 -0.14995  0.000
H14 3.15390 -2.76062 1.69727  0.000
H15 3.10828 -3.67834 0.20388  0.000
H16 0.76125 -3.37144 2.16119  0.000
H17 1.96513 -4.64298 2.22971  0.000
H18 0.03911 -5.61216 1.36324  0.000
H19 1.22137 -5.54343 0.07243  0.000
H20 -0.04726 -4.24838 -1.19472  0.000
H21 -1.52049 -4.13264 2.02727  0.000
H22 -2.56447 -2.82216 1.57877  0.000
H23 -1.29560 -2.44567 -1.56708  0.000
H24 -2.57099 -2.04846 -0.54491  0.000
C21 -1.18852 0.02034 3.03040  0.009
O6 -0.10564 0.45814 2.28880  0.031
H25 -0.94499 0.05021 4.10548  0.000
H26 -1.46095 -1.02410 2.78818  0.002
H27 -2.07265 0.65259 2.86911  0.000
O7 -1.81919 -0.52571 0.54476  0.431

Calculated values
ΔE to the lowest compared entry with this formula, charge and spin: 142.9 kcal/mol
energy: -47616.6898 eV
HOMO-LUMO gap (spin up / spin down): 4.264 / 6.136 eV
spin multiplicity: 4
total charge: -1
expectation value of S²: 3.793